# 1
Here is a molecular structure, C39H74N6O3 in a non-equilibrium geometry from OMol25. Energies are from the ωB97M-V functional and the def2-TZVPD basis.

Values from the calculation:
total charge = +4
E_LUMO = -10.6 eV
HOMO-LUMO gap = 6.82 eV

XYZ file:
```
122
Properties=species:S:1:pos:R:3:forces:R:3
C -2.765 3.221 3.924 1.63 2.61 0.72
H 2.002 -2.385 3.299 -1.16 0.47 5.46
H -5.156 1.662 -4.634 -0.43 0.10 0.02
H -3.128 5.445 -2.215 -0.18 0.00 0.17
H -3.056 1.310 3.244 0.11 -0.62 0.12
C 2.052 2.345 -0.036 -1.41 1.08 -1.66
H -1.147 -0.296 4.610 0.68 -0.25 0.21
H -1.153 2.684 1.804 -0.40 0.14 -0.13
H 2.703 -3.063 -3.734 -0.18 0.11 -0.09
H 2.227 -1.912 -0.624 2.35 -0.57 -0.30
H 2.822 3.098 -0.207 -0.45 0.44 0.10
C -0.437 3.897 -2.533 2.04 -0.70 1.77
H -3.108 3.609 2.965 0.40 -0.20 -0.30
C -3.857 -1.811 -2.660 1.38 -1.40 -0.58
C 4.974 -2.921 -1.223 0.30 1.66 -0.08
C -1.601 3.102 -2.270 3.20 0.17 1.36
H 6.027 -2.801 -1.478 0.09 0.35 0.15
H -2.357 -3.041 -3.962 -0.35 -0.05 0.23
H -0.288 1.028 0.101 -3.27 6.31 5.97
C 2.485 -2.055 -4.088 -1.56 1.48 0.44
H 0.970 -2.762 1.073 0.74 -1.44 0.97
C -3.571 4.579 -2.686 -1.17 -0.84 -1.51
C 1.730 -2.692 1.851 2.34 -2.50 -6.53
H -4.740 -2.464 -0.812 0.47 0.31 0.73
C -6.928 3.663 -4.435 0.93 -0.26 -0.04
C 0.170 2.279 4.098 -1.53 1.88 -0.90
C -2.340 1.797 3.907 -1.27 -1.35 0.34
N 0.307 -0.586 0.161 1.77 -3.57 4.75
C 4.407 -1.533 -0.744 0.10 -0.29 -0.75
H 4.207 -0.976 -1.659 -0.09 0.20 -0.06
H 1.083 2.178 3.511 -0.14 -0.45 0.10
H -2.218 0.395 -2.290 0.37 -1.35 -0.65
H 1.504 -1.829 2.477 1.53 -0.05 -6.01
H -7.541 2.877 -3.992 0.22 0.20 0.43
H -3.025 1.404 -3.765 0.20 0.30 0.02
C 1.066 -2.026 3.728 -2.62 0.31 8.52
C 0.822 -0.589 3.449 -0.03 3.14 2.18
H 3.753 -3.530 3.700 -0.47 0.11 0.26
H -0.011 1.499 1.428 -0.53 0.54 2.13
H 4.934 -4.930 -0.741 -0.47 -0.35 0.30
H 2.445 1.505 -0.609 0.06 -0.71 1.09
H -2.586 -1.370 -4.504 -0.23 -0.10 -0.03
H -0.882 -3.283 -1.553 -0.19 -0.04 -0.21
H -0.454 0.251 -2.098 -0.87 -0.41 -2.09
N 3.138 -2.584 1.178 0.17 -0.14 -0.41
H 2.730 -4.370 0.122 -0.02 0.39 -0.53
H 5.866 -4.073 0.344 -0.41 0.40 0.77
C -2.481 -2.086 -0.576 -0.11 0.69 0.17
H 1.487 -1.407 -2.222 -0.29 -0.30 -0.26
H 3.362 -1.413 -4.008 0.08 -0.21 0.02
H 1.254 -0.273 -3.494 0.29 0.03 -0.35
H -0.221 -1.622 -4.774 -0.67 -0.04 0.11
O 0.804 -1.670 -0.141 -1.45 3.38 -1.01
H -2.454 1.362 4.900 0.22 -0.05 0.01
C -0.327 1.855 -0.594 -2.07 11.13 0.86
C -1.179 -2.244 -1.406 -2.16 1.09 -1.80
H 0.181 -2.543 3.357 0.28 -0.75 -0.04
C -0.681 -0.113 3.642 -0.02 0.34 -0.23
H 1.765 2.345 1.015 0.54 -0.76 -0.09
H 5.079 -2.383 5.439 0.06 0.24 -0.09
O 0.064 0.372 -0.607 6.14 -13.96 -8.74
H 0.311 1.915 5.116 -0.29 -0.14 -0.14
H -0.362 -1.712 -0.917 -2.50 -1.89 -2.57
H 2.699 -0.690 0.456 0.70 0.40 -0.01
H 1.689 4.155 -1.884 -0.07 0.12 -0.26
C -2.565 -2.024 -3.632 -0.78 0.73 2.30
C 4.910 -3.998 -0.175 -1.26 -0.62 -0.10
H 3.350 -1.735 4.026 -0.49 -0.66 -0.08
H -1.296 -0.628 2.904 -0.18 0.00 0.27
N 0.759 2.659 -0.811 1.18 0.27 -0.08
H 4.579 -3.147 -2.213 -0.70 -0.46 0.32
C -4.746 2.471 -4.048 -1.53 0.57 -0.89
C -1.655 4.178 4.548 0.02 -0.65 -1.97
H -1.749 4.159 5.634 0.41 -0.08 -0.06
H -3.562 -3.634 -1.340 -0.55 -0.21 -0.76
C -0.973 1.616 1.927 0.53 3.49 0.38
C -0.201 3.858 4.028 -0.36 -1.86 0.96
N -0.977 1.414 3.388 1.80 -0.74 0.49
H -0.062 -3.037 -3.687 0.00 0.01 -0.21
H 0.074 4.141 3.012 -0.75 0.36 -0.15
H -4.784 -2.100 -3.155 0.26 -0.26 -0.27
H -7.350 4.655 -4.272 0.20 -0.18 0.04
H 1.183 -0.410 2.436 0.24 0.70 1.12
H -3.611 3.456 4.571 -0.23 -0.99 0.07
C 3.567 -3.951 0.680 0.71 -0.76 -0.62
O 0.037 -0.392 1.333 -1.30 -1.77 -2.83
H 6.056 -2.874 4.069 -0.01 -0.46 0.14
N -1.315 -1.563 -2.842 0.36 0.21 -0.42
H 5.179 -2.519 1.790 -0.13 -0.04 -0.03
H -1.945 5.167 4.193 0.27 0.17 0.34
H -6.874 3.421 -5.496 0.13 0.35 -0.01
C -1.304 -0.001 -2.733 -0.17 -2.75 -1.09
H 1.433 0.092 4.042 0.21 -0.44 0.58
C -1.487 2.095 -1.329 -1.41 1.63 -1.60
H 3.586 -4.646 1.520 0.44 0.33 0.36
H 1.083 -2.161 4.809 -0.45 -0.03 0.51
C 3.066 -1.610 0.003 2.15 -0.92 0.39
C 5.249 -2.209 4.376 1.97 -0.71 0.15
H -5.467 5.511 -2.972 -0.31 0.08 -0.55
H -3.952 -0.732 -2.536 0.00 0.08 0.40
H 2.173 -2.038 -5.132 0.34 -0.39 -0.10
H -2.646 -1.037 -0.329 0.33 0.47 0.08
C 1.291 -1.343 -3.292 0.00 -0.95 -0.45
H 1.803 -3.598 2.451 0.01 -0.11 -0.54
N -5.489 3.598 -3.887 0.65 0.77 0.65
H 5.194 -0.954 -0.262 -0.21 -0.09 0.50
C -4.878 4.645 -3.236 0.03 -0.65 0.69
C -2.882 3.381 -2.860 -0.98 0.43 -0.27
H -2.397 1.516 -1.277 0.07 0.28 1.49
C -0.098 -1.949 -3.741 1.15 0.17 1.69
H -1.705 1.099 1.306 -0.30 -0.31 0.97
C -3.493 2.358 -3.572 0.31 -0.46 0.18
H 4.315 -1.033 2.123 -0.12 0.08 -0.37
C 4.237 -2.119 2.165 -0.18 0.47 -1.22
H 0.523 4.397 4.639 0.07 -0.23 0.19
C -3.751 -2.563 -1.260 0.75 0.07 -2.05
H -0.476 4.737 -3.211 0.26 -0.07 -0.08
C 0.765 3.607 -1.783 -2.84 0.51 -1.79
H -2.320 -2.569 0.388 0.04 -0.25 0.01
H -1.221 0.277 -3.783 0.15 0.51 0.18
C 4.012 -2.478 3.579 0.45 0.54 0.87
H 5.741 -1.252 4.200 -0.62 0.46 0.18
```
Positions in Å, forces in eV/Å.

Results of the Löwdin charge analysis, in e, for atoms 1 through 6: C -0.16; H 0.00; H 0.16; H 0.14; H 0.14; C 0.09



# 2
Here is a molecular structure, C23H17AuBrNO2STe from OMol25. Energies are from the ωB97M-V functional and the def2-TZVPD basis.

Values from the calculation:
total charge = 0
E_LUMO = -1.4 eV
HOMO-LUMO gap = 6.59 eV

XYZ file:
```
47
Properties=species:S:1:pos:R:3:forces:R:3
H 1.132 -1.064 1.445 -0.01 0.00 -0.01
H 2.620 -0.926 3.394 0.00 0.00 0.00
C 3.363 -3.462 0.583 0.00 -0.05 0.03
H 3.192 2.613 0.239 0.01 -0.01 0.01
H -4.773 2.063 1.458 0.00 0.00 0.01
H 5.067 -4.032 1.761 0.00 0.01 0.00
H -5.057 -0.228 0.587 0.00 -0.01 0.01
C 5.416 0.095 -0.221 -0.04 -0.06 0.02
C -1.675 -2.426 -1.656 -0.08 0.09 0.00
C 6.273 0.367 0.837 -0.01 -0.06 0.08
C -1.649 3.176 0.750 -0.02 -0.01 0.04
C -1.900 0.891 0.020 -0.04 0.08 0.01
S 0.548 2.151 -0.425 0.03 0.22 -0.16
C -1.109 2.059 0.156 0.07 -0.05 0.07
C -2.162 -1.251 -0.877 0.00 -0.06 -0.01
C 2.254 -2.630 0.479 -0.06 0.11 0.01
H -1.187 -3.153 -1.004 -0.10 0.01 -0.07
H 7.135 -0.266 1.006 0.01 0.01 -0.01
H -2.521 -2.911 -2.141 0.00 -0.01 0.01
C 4.883 2.212 1.490 0.01 0.03 0.01
C 4.209 -3.380 1.678 -0.01 -0.02 -0.03
Br 5.043 -2.402 4.212 0.01 0.05 -0.03
C 2.001 -1.711 1.490 -0.01 0.02 -0.05
C -3.232 0.922 0.479 0.01 -0.03 0.02
C 4.044 1.970 0.412 0.02 0.04 -0.02
H 6.658 1.613 2.538 0.01 0.01 0.00
H -1.042 4.068 0.833 0.01 0.00 0.01
C 1.313 -2.857 -0.681 0.14 0.14 -0.15
C -2.963 3.183 1.243 0.01 0.01 -0.03
Te 3.134 0.507 -2.144 -0.04 0.19 0.16
H -3.350 4.077 1.712 0.00 0.00 0.00
H -4.110 -2.139 -0.671 0.00 0.00 0.00
H 5.606 -0.754 -0.864 0.00 0.01 0.00
H 4.669 3.036 2.159 0.00 -0.01 0.00
H -0.935 -2.146 -2.397 -0.02 0.00 -0.02
C 3.923 -2.472 2.683 0.04 0.06 0.02
C -3.748 2.073 1.109 -0.01 0.00 -0.01
C -3.513 -1.269 -0.440 -0.01 0.00 0.03
C 2.830 -1.630 2.601 0.02 0.02 -0.03
Au 0.802 0.020 -1.100 -0.02 -0.42 -0.10
O 0.749 -3.929 -0.762 0.21 -0.22 -0.04
O 1.187 -1.926 -1.603 -0.19 -0.21 0.24
N -1.376 -0.224 -0.605 0.07 0.19 -0.01
C -4.030 -0.221 0.245 -0.01 0.00 -0.02
C 6.002 1.418 1.699 -0.02 -0.03 0.01
H 3.549 -4.200 -0.186 0.00 0.01 -0.01
C 4.304 0.902 -0.442 -0.01 -0.04 0.02
```
Positions in Å, forces in eV/Å.

Results of the Löwdin charge analysis, in e, for atoms 1 through 6: H 0.10; H 0.10; C -0.01; H 0.04; H 0.11; H 0.10



# 3
Here is a molecular structure, C22H38P2Ru in a non-equilibrium geometry from OMol25. Energies are from the ωB97M-V functional and the def2-TZVPD basis.

Values from the calculation:
total charge = +2
E_LUMO (spin up / spin down) = -8.3 / -8.2 eV
HOMO-LUMO gap (spin up / spin down) = 4.98 / 5.28 eV
multiplicity = 5

XYZ file:
```
63
Properties=species:S:1:pos:R:3:forces:R:3
H -1.913 -0.229 -2.727 0.24 -1.21 0.28
H 0.882 1.464 -2.824 0.44 -0.12 0.79
C -3.026 -2.067 -2.101 -0.93 -0.41 1.26
H 2.824 -0.424 6.566 0.11 0.29 -0.63
H 3.438 2.208 3.176 0.00 -0.29 0.00
Ru 1.727 0.569 1.478 0.72 -2.21 4.56
H 1.434 -1.700 2.729 -0.20 0.15 0.02
H -5.154 -2.043 -2.530 0.51 0.31 -0.21
C 2.463 0.067 5.651 0.21 -0.04 -0.42
H -4.830 0.638 -2.510 -0.36 0.14 -0.39
C -4.149 -0.101 -2.954 -1.62 0.42 0.66
H -2.435 1.134 -3.540 -0.35 0.52 -0.47
C 0.296 -0.480 -2.393 1.08 -1.19 -1.02
C 1.063 0.689 -2.054 0.53 0.83 0.80
C -4.357 -1.381 -2.151 0.71 0.95 0.11
H -2.475 1.399 0.426 0.35 -0.35 0.04
H -1.954 -2.901 -0.474 1.11 0.93 -1.23
C 3.316 0.759 4.779 0.24 -0.36 0.91
H -3.809 0.472 0.326 -0.69 0.22 -0.68
H -2.329 -1.117 1.017 -0.15 0.20 -0.64
C 2.748 1.998 -0.006 0.02 0.10 -0.07
H 1.190 3.383 2.419 0.57 -0.63 -0.65
H 2.379 -3.021 -0.488 0.20 0.12 -0.16
C 1.413 1.437 3.430 -0.35 1.47 1.54
C 2.157 -1.330 1.998 0.21 -1.86 0.83
H -4.679 -1.126 -1.132 0.09 -0.12 -0.28
H 3.315 1.049 0.007 0.74 0.45 -0.07
H -0.502 0.864 4.138 -0.02 -0.46 0.25
H -2.846 -2.667 -2.989 0.15 -1.02 0.82
H 4.374 0.794 5.057 -0.36 0.14 -0.36
C 0.451 3.034 -1.193 -0.85 0.47 1.14
H 0.854 -2.810 -3.639 -0.21 0.00 0.44
H -0.184 2.277 2.197 0.09 0.02 0.52
H 2.111 -2.027 1.163 -0.03 0.21 -0.19
H -1.040 -0.377 0.188 -0.78 -1.23 -0.98
C -2.090 -0.756 -0.013 -0.33 -0.04 1.35
H 0.299 3.925 -0.571 -0.02 -0.25 0.01
C -2.730 0.460 -2.754 0.53 1.30 -1.11
H 2.122 0.395 -2.071 0.14 0.16 -0.35
C 0.894 2.323 2.370 -1.20 -0.40 0.91
H 2.688 2.459 1.003 1.15 0.31 -0.79
C -2.257 -1.953 -0.987 -0.26 -0.88 1.16
H 1.265 3.264 -1.908 -0.33 -0.42 0.61
H 0.419 -0.508 6.076 0.20 0.19 -0.10
H -0.856 -3.102 -3.226 0.47 0.08 0.38
H 2.890 -1.446 -1.167 0.19 -0.17 0.16
C 2.257 -2.322 -1.322 0.43 0.22 -0.15
H -4.456 -0.169 -3.991 0.50 0.12 -0.33
H 2.551 -2.836 -2.247 -0.01 0.32 0.26
P 0.469 -1.877 -1.306 -0.23 -2.55 -1.97
P 0.951 1.420 -0.211 -0.63 4.35 -8.93
H 0.434 -4.116 -2.515 -0.18 0.29 -0.08
C -2.853 0.569 -0.202 -0.05 0.30 0.13
C 0.169 -3.093 -2.822 -0.20 -0.18 0.89
H 0.406 -0.778 -3.467 -0.66 0.65 0.74
C 0.558 0.714 4.320 0.57 0.08 -0.48
C 2.815 1.476 3.687 -0.25 -0.23 0.32
C -2.861 1.167 -1.528 0.24 -0.37 0.73
H -2.819 2.243 -1.590 -0.59 0.44 0.14
H 3.233 2.712 -0.699 -0.63 -0.51 0.16
C 1.089 0.021 5.398 -0.69 0.31 -0.42
H 3.122 -1.498 2.493 0.09 0.44 -0.17
H -0.465 2.871 -1.792 0.34 0.00 0.40
```
Positions in Å, forces in eV/Å.

Results of the Löwdin charge analysis, in e, for atoms 1 through 6: H 0.08; H 0.09; C -0.11; H 0.13; H 0.12; Ru 0.99



# 4
Here is a molecular structure, C21H17BrCrFN3O4 from OMol25. Energies are from the ωB97M-V functional and the def2-TZVPD basis.

Values from the calculation:
total charge = +1
E_LUMO (spin up / spin down) = -3.5 / -3.4 eV
HOMO-LUMO gap (spin up / spin down) = 8.14 / 7.74 eV
multiplicity = 2

XYZ file:
```
48
Properties=species:S:1:pos:R:3:forces:R:3
H -4.878 -1.592 0.096 -0.03 0.02 0.01
C 2.296 -0.078 2.898 -0.14 -0.02 0.08
C -4.570 -0.608 0.449 -0.29 -0.02 0.05
Br -1.771 2.636 1.379 0.01 0.06 0.02
H -4.884 -0.479 1.484 -0.03 -0.01 -0.03
H -0.579 -0.653 4.622 -0.02 0.00 0.00
C 1.144 -0.459 -3.911 0.06 0.02 0.11
N -1.994 -0.402 0.313 0.03 0.06 -0.02
H 0.388 5.186 -2.276 -0.01 0.00 -0.02
H 2.732 -1.913 -1.319 0.02 0.03 0.03
H 3.206 -0.919 -3.541 0.02 0.00 0.00
H 1.143 -2.598 0.387 0.00 0.00 -0.01
N 3.681 -0.335 6.358 0.04 0.26 0.01
C 2.731 -0.314 5.238 0.01 -0.04 -0.21
O 4.850 -0.144 6.095 0.03 -0.09 0.02
N 0.007 1.744 -0.559 0.21 -0.04 -0.16
C -3.133 -0.493 0.373 0.57 -0.05 -0.06
H 1.447 1.060 -1.867 0.02 -0.01 0.01
C 0.913 -0.277 3.136 0.18 0.00 0.06
C 3.200 -0.094 3.968 -0.05 -0.04 0.16
H 1.730 3.206 -3.046 0.02 0.00 -0.02
C -0.575 4.062 -0.731 -0.04 -0.06 0.03
C -0.423 -1.054 -2.223 0.09 -0.16 -0.19
C -0.157 -0.492 -3.473 0.02 -0.04 0.01
C -0.674 2.810 -0.143 -0.04 0.01 0.08
C 0.601 -1.587 -1.424 -0.01 0.04 -0.37
C 2.202 -0.958 -3.143 -0.07 -0.01 -0.13
C 1.929 -1.500 -1.913 -0.11 -0.03 -0.02
H -1.453 -1.172 -1.917 0.03 0.04 0.03
H -5.030 0.163 -0.169 -0.02 -0.02 0.02
C 2.801 0.159 1.578 0.00 0.01 0.00
H 3.876 0.356 1.489 -0.01 0.00 -0.02
C 0.476 -0.499 4.453 0.05 0.01 -0.01
Cr 0.113 -0.170 0.369 0.02 0.29 0.14
C 0.867 1.924 -1.582 -0.04 0.15 -0.01
O 0.018 -0.251 2.173 -0.27 -0.08 0.31
C 1.375 -0.519 5.493 -0.01 0.00 -0.09
H -1.155 4.883 -0.339 -0.02 0.01 0.01
H -0.623 -2.675 -0.005 -0.01 0.01 0.01
C 0.301 -2.113 -0.101 0.06 -0.12 0.15
F 1.427 0.081 -5.102 -0.03 -0.03 0.03
O 3.227 -0.507 7.468 0.01 -0.09 0.02
H 1.054 -0.689 6.511 -0.01 0.00 0.01
O 2.129 0.164 0.541 -0.29 -0.06 -0.03
H 4.258 0.063 3.806 0.01 0.00 0.01
H -0.950 -0.112 -4.102 0.00 0.02 -0.02
C 1.029 3.129 -2.228 -0.04 0.02 0.02
C 0.285 4.220 -1.799 0.07 -0.08 -0.02
```
Positions in Å, forces in eV/Å.

Results of the Löwdin charge analysis, in e, for atoms 1 through 6: H 0.10; C -0.10; C -0.01; Br 0.87; H 0.10; H 0.13



Ordered M results: 675.06 775.93 465.56 526.28; unit Da.